(1)
C5H11N3 | ωB97M-V with the def2-TZVPD basis set

```
! wB97M-V def2-TZVPD RIJCOSX def2/J DEFGRID3
* xyz 0 1
N 0.30 -0.77 1.87
N 0.97 1.32 1.10
N 1.61 -0.92 -1.38
C 0.42 -1.55 -0.96
C -0.83 -0.93 -0.91
C -0.86 0.21 -0.10
C -1.70 1.43 -0.38
C 0.21 0.18 0.83
H 2.51 -1.28 -1.09
H 1.26 -1.00 2.11
H 0.73 2.14 0.58
H -1.19 2.16 -1.01
H 1.47 0.07 -1.58
H -0.18 -1.62 1.63
H -2.60 1.12 -0.93
H 0.48 -2.63 -1.06
H -1.73 -1.37 -1.35
H -2.00 1.93 0.54
H 1.13 1.51 2.08
*
```

Energy above the lowest of the compared OMol25 structures with the same formula, charge and spin (kJ/mol): 253.9
Kohn-Sham gap (eV): 6.8
LUMO (eV): 0.925
SMILES: CC(/C=C\N)=C(N)N

(2)
C5H11N3 | ωB97M-V with the def2-TZVPD basis set

```
! wB97M-V def2-TZVPD RIJCOSX def2/J DEFGRID3
* xyz 0 1
N -4.03 -0.48 -0.29
N -1.93 0.04 -0.17
N -2.96 -0.41 0.49
C 2.39 -1.41 -0.04
C -0.57 0.26 0.30
C 2.15 0.08 0.19
C 0.93 0.59 -0.50
C 0.05 1.63 0.12
H 1.60 -2.00 0.42
H 3.00 0.64 -0.19
H 2.07 0.27 1.27
H -4.91 -0.50 0.20
H 0.41 2.14 1.00
H -0.47 2.29 -0.57
H 3.34 -1.72 0.39
H -0.35 -0.20 1.27
H -3.99 -0.05 -1.21
H 0.88 0.47 -1.57
H 2.40 -1.63 -1.11
*
```

Energy above the lowest of the compared OMol25 structures with the same formula, charge and spin (kJ/mol): 350.1
Kohn-Sham gap (eV): 9.4
LUMO (eV): 1.273
SMILES: CC[C@@H]1C[C@H]1/N=N/N

(3)
C5H11N3 | ωB97M-V with the def2-TZVPD basis set

```
! wB97M-V def2-TZVPD RIJCOSX def2/J DEFGRID3
* xyz 0 1
N -2.20 0.27 -0.21
N -0.19 -0.26 -2.13
N 0.87 0.66 0.36
C 1.44 -0.34 -0.33
C -0.06 0.32 1.33
C 0.18 -0.90 -0.92
C -0.99 -0.52 0.29
C 2.31 0.79 0.25
H -1.62 -1.34 0.68
H 2.56 1.88 -0.08
H -3.15 -0.32 0.36
H -0.44 1.19 2.01
H -1.38 -0.21 -1.97
H 0.17 -1.91 -1.19
H -0.12 0.74 -2.02
H 2.88 0.27 1.14
H -2.23 1.35 0.13
H 1.81 -1.24 0.21
H 0.17 -0.42 2.10
*
```

Energy above the lowest of the compared OMol25 structures with the same formula, charge and spin (kJ/mol): 727.4
Kohn-Sham gap (eV): 9.4
LUMO (eV): 0.746
SMILES: N[C@@H]1[C@H](N)CN2C[C@H]12

(4)
C5H11N3 | ωB97M-V with the def2-TZVPD basis set

```
! wB97M-V def2-TZVPD RIJCOSX def2/J DEFGRID3
* xyz 0 1
N -1.31 1.43 1.20
N 1.93 -1.05 0.82
N 1.80 1.35 -0.76
C -1.44 -1.28 -0.92
C -0.49 1.49 0.06
C -0.39 -1.35 0.15
C 0.67 0.80 -0.13
C 0.73 -0.58 0.27
H -0.41 -2.29 0.71
H 2.25 0.73 -1.43
H -1.41 -2.18 -1.55
H -0.65 2.41 -0.50
H 2.45 -0.36 1.34
H -1.29 -0.41 -1.56
H 1.88 -1.95 1.26
H 1.65 2.27 -1.15
H -2.28 1.66 1.00
H -1.24 0.54 1.67
H -2.45 -1.24 -0.48
*
```

Energy above the lowest of the compared OMol25 structures with the same formula, charge and spin (kJ/mol): 138.9
Kohn-Sham gap (eV): 8.0
LUMO (eV): 1.140
SMILES: C/C=C(N)\C(N)=C/N

(5)
C5H11N3 | ωB97M-V with the def2-TZVPD basis set

```
! wB97M-V def2-TZVPD RIJCOSX def2/J DEFGRID3
* xyz 0 1
N 1.93 0.51 0.29
N 0.79 0.00 0.07
N -0.27 1.00 2.06
C 0.66 -0.90 -1.03
C -1.41 -0.87 1.09
C -0.42 0.27 1.02
C -0.97 1.45 -0.67
C 1.70 -1.36 -1.72
H -1.90 -1.08 0.14
H -1.04 1.03 -1.67
H -0.92 -1.78 1.44
H 0.43 1.74 1.97
H 2.71 -1.06 -1.49
H 1.52 -2.05 -2.53
H 1.89 0.97 1.21
H -2.18 -0.59 1.81
H -0.35 -1.21 -1.22
H -1.94 1.67 -0.24
H -0.23 2.24 -0.55
*
```

Energy above the lowest of the compared OMol25 structures with the same formula, charge and spin (kJ/mol): 531.5
Kohn-Sham gap (spin up / spin down) (eV): 7.8 / 6.7
LUMO (spin up / spin down) (eV): -0.244 / -0.750

(6)
C5H11N3O | ωB97M-V with the def2-TZVPD basis set

```
! wB97M-V def2-TZVPD RIJCOSX def2/J DEFGRID3
* xyz 0 1
O -1.11 1.48 -1.52
N 0.46 0.94 0.16
N -0.50 -2.25 -0.43
N 0.47 0.75 1.58
C -1.08 0.81 -0.52
C 1.24 0.00 -0.68
C 2.40 -0.54 -0.16
C -0.42 -1.16 -1.06
C -2.23 0.57 0.40
H -2.41 1.47 1.00
H 1.43 0.85 1.88
H 0.20 -0.22 1.74
H 0.73 1.92 -0.02
H 1.24 0.37 -1.70
H -3.10 0.38 -0.22
H -0.04 -2.20 0.49
H -2.08 -0.27 1.07
H 3.09 -1.02 -0.83
H -0.83 -1.16 -2.08
H 2.53 -0.74 0.90
*
```

Energy above the lowest of the compared OMol25 structures with the same formula, charge and spin (kJ/mol): 615.8
Kohn-Sham gap (spin up / spin down) (eV): 7.0 / 7.0
LUMO (spin up / spin down) (eV): 0.053 / 0.052

(7)
C5H11N3O | ωB97M-V with the def2-TZVPD basis set

```
! wB97M-V def2-TZVPD RIJCOSX def2/J DEFGRID3
* xyz 0 1
O 1.10 0.06 1.74
N 1.52 -1.45 0.13
N 2.14 0.76 -1.67
N -0.64 -0.02 -1.58
C 2.24 0.86 -0.23
C -1.73 -0.02 0.75
C -1.09 -0.02 -0.53
C -3.24 0.15 0.57
C 1.55 -0.20 0.64
H -1.50 -0.96 1.26
H -3.46 1.09 0.07
H -1.31 0.79 1.36
H 1.07 -2.18 0.65
H 1.84 1.83 0.08
H -3.64 -0.66 -0.04
H 1.17 0.70 -1.96
H -3.74 0.14 1.54
H 3.30 0.84 0.05
H 2.63 -0.06 -2.02
H 1.79 -1.64 -0.82
*
```

Energy above the lowest of the compared OMol25 structures with the same formula, charge and spin (kJ/mol): 30.7
Kohn-Sham gap (eV): 9.7
LUMO (eV): 0.765
SMILES: NCC(N)=O.CCC#N

(8)
C5H11N3O | ωB97M-V with the def2-TZVPD basis set

```
! wB97M-V def2-TZVPD RIJCOSX def2/J DEFGRID3
* xyz 0 1
O 0.01 1.64 0.18
N -1.91 -0.95 1.42
N -0.06 -0.79 -0.17
N 0.88 -0.52 0.87
C -2.41 0.16 -0.67
C -1.47 -0.47 0.32
C 0.37 -1.11 -1.52
C 0.93 0.85 0.50
C 2.23 1.46 0.96
H 0.24 -0.24 -2.17
H -3.30 -0.46 -0.78
H -0.25 -1.92 -1.91
H 1.42 -1.42 -1.57
H -1.94 0.36 -1.63
H 2.40 2.41 0.43
H 1.56 -1.08 1.37
H 3.08 0.80 0.77
H 2.15 1.69 2.02
H -1.20 -1.54 1.85
H -2.73 1.12 -0.26
*
```

Energy above the lowest of the compared OMol25 structures with the same formula, charge and spin (kJ/mol): 357.9
Kohn-Sham gap (eV): 9.1
LUMO (eV): 0.671
SMILES: [H]/N=C(/C)N(C)NC(C)=O

(9)
C5H11N3O | ωB97M-V with the def2-TZVPD basis set

```
! wB97M-V def2-TZVPD RIJCOSX def2/J DEFGRID3
* xyz 0 1
O -1.33 2.08 -0.11
N 1.26 -0.44 0.09
N -0.61 -1.68 -0.40
N 0.59 0.74 -0.32
C 2.76 -0.25 -0.57
C -1.40 -0.52 0.29
C -0.75 0.93 0.03
C -2.94 -0.50 0.10
C 2.53 0.05 0.83
H 1.05 1.63 -0.67
H -2.92 -1.79 0.15
H 0.46 -1.65 -0.31
H -3.52 -0.03 0.93
H 2.88 -0.70 1.49
H -3.41 -0.19 -0.89
H 2.96 0.65 -1.07
H -1.30 -0.69 1.52
H 2.89 -1.20 -0.84
H 2.85 1.14 1.13
H -1.12 -2.43 -0.15
*
```

Energy above the lowest of the compared OMol25 structures with the same formula, charge and spin (kJ/mol): 663.6
Kohn-Sham gap (eV): 9.2
LUMO (eV): 0.652
SMILES: C[C@@H](N)C(=O)NN1CC1

(10)
C5H11N3O | ωB97M-V with the def2-TZVPD basis set

```
! wB97M-V def2-TZVPD RIJCOSX def2/J DEFGRID3
* xyz 0 1
O 1.87 -1.67 -0.40
N 1.10 -1.06 1.73
N 0.66 1.69 0.82
N 2.21 1.17 -0.78
C 1.16 -1.04 0.35
C 1.24 0.81 -0.06
C -0.81 -0.53 -1.94
C -0.98 -0.44 -0.62
C -2.16 0.07 0.13
H -0.34 1.61 0.92
H 0.53 -1.77 2.14
H 1.13 -0.18 2.22
H 0.05 -1.03 -2.35
H 2.67 0.39 -1.26
H -2.44 1.06 -0.22
H -1.96 0.14 1.20
H -1.49 -0.02 -2.61
H -3.03 -0.58 0.01
H -0.35 -1.28 0.02
H 0.94 2.66 0.70
*
```

Energy above the lowest of the compared OMol25 structures with the same formula, charge and spin (kJ/mol): 394.6
Kohn-Sham gap (eV): 9.0
LUMO (eV): 0.646
SMILES: [H]/N=C(/N)C(N)=O.C=CC

Please write out number 5 again, unchanged.
C5H11N3 | ωB97M-V with the def2-TZVPD basis set

```
! wB97M-V def2-TZVPD RIJCOSX def2/J DEFGRID3
* xyz 0 1
N 1.93 0.51 0.29
N 0.79 0.00 0.07
N -0.27 1.00 2.06
C 0.66 -0.90 -1.03
C -1.41 -0.87 1.09
C -0.42 0.27 1.02
C -0.97 1.45 -0.67
C 1.70 -1.36 -1.72
H -1.90 -1.08 0.14
H -1.04 1.03 -1.67
H -0.92 -1.78 1.44
H 0.43 1.74 1.97
H 2.71 -1.06 -1.49
H 1.52 -2.05 -2.53
H 1.89 0.97 1.21
H -2.18 -0.59 1.81
H -0.35 -1.21 -1.22
H -1.94 1.67 -0.24
H -0.23 2.24 -0.55
*
```

Energy above the lowest of the compared OMol25 structures with the same formula, charge and spin (kJ/mol): 531.5
Kohn-Sham gap (spin up / spin down) (eV): 7.8 / 6.7
LUMO (spin up / spin down) (eV): -0.244 / -0.750

> What is the energy above the lowest of the compared OMol25 structures with the same formula, charge and spin in the first record?

253.9 kJ/mol

> What is the formula in the sixth record?

C5H11N3O